Entry 1:
Here is the molecule C5H8O2S from the Open Molecules 2025 dataset. Energies are from ωB97M-V/def2-TZVPD.

Geometry (Å):
1 H 1.1673 -0.1283 -2.0423
2 H 0.1074 -1.3257 -0.5637
3 C -0.9210 0.2486 0.3680
4 C 0.3852 0.4621 -1.4845
5 S -2.2167 -0.9303 -0.2080
6 O 1.1267 -0.7664 1.4752
7 O 2.4200 0.7414 -0.0366
8 H -1.2244 1.3256 0.1139
9 C 1.0317 1.0538 -0.1957
10 C -0.5541 -0.4704 -0.8770
11 H 0.7790 2.1032 -0.3176
12 H 0.0421 1.2810 -2.2269
13 H 0.4261 1.1345 1.8916
14 C 0.3789 0.4336 1.0662
15 H 2.7674 1.0762 -0.9827
16 H 1.1050 -0.7485 2.6850

The calculation puts the HOMO energy at -9.0 eV. The calculation puts the HOMO-LUMO gap at 0.345 hartree. As for the charge: 0. The structure (SMILES) is O[C@@H]1[C@@H]2S[C@H]2C[C@@H]1O.

***

Entry 2:
Here is C5H8O2S as an isolated structure from the Open Molecules 2025 dataset. Energies are from ωB97M-V/def2-TZVPD.

Geometry (Å):
1 H -1.5191 -1.1665 1.9288
2 C 1.4509 0.0743 0.9883
3 H 1.8531 -2.3385 -0.0303
4 O 1.9342 -0.2731 -0.3042
5 S -2.2509 1.1384 -1.3597
6 H 1.9292 -1.2571 -2.0730
7 C -0.9596 0.5484 -0.6130
8 H -0.0132 -2.0552 2.4703
9 H 3.8054 -1.8571 -0.8691
10 H 2.1796 -0.4026 1.6676
11 C 0.1244 -0.3291 1.2090
12 H 1.3658 1.1189 1.0340
13 C -0.5054 -1.2259 1.8867
14 O -0.5660 0.8652 0.6673
15 C 2.4644 -1.5388 -0.8569
16 H 0.0190 -0.1665 -0.9621

The calculation puts the HOMO energy at -8.8 eV. The calculation puts the HOMO-LUMO gap at 0.342 hartree. As for the charge: 0.

***

Entry 3:
Here is a 2-piece molecular cluster, C5H8O2S overall from the Open Molecules 2025 dataset. Energies are from ωB97M-V/def2-TZVPD.

Geometry (Å):
1 C 2.6323 -1.0808 0.4194
2 H -0.9811 1.5780 -0.8852
3 S 2.9348 0.4132 -0.3869
4 H 2.7798 -0.9784 1.4606
5 H 3.3367 -2.3455 -1.3188
6 O 2.8137 0.5688 -1.8173
7 C -0.4433 0.8888 2.7502
8 C -0.5465 1.2268 1.3354
9 O 2.7373 1.5239 0.5362
10 H 3.8941 -2.8275 0.0864
11 H 2.0747 -3.0049 -0.4636
12 H -0.4461 1.8698 3.3660
13 C 2.9782 -2.3506 -0.2789
14 H -1.3096 0.3322 3.0456
15 H 0.3526 0.1271 2.8808
16 C -0.7976 1.3765 0.1720

The calculation puts the HOMO energy (spin up / spin down) at -9.4 / -9.4 eV. The calculation puts the HOMO-LUMO gap (spin up / spin down) at 0.315 / 0.315 hartree. As for the charge: 0. The structure (SMILES) is CC=S(=O)=O.C#CC.

***

Entry 4:
Here is C5H8O2Sr as an isolated structure from the Open Molecules 2025 dataset. Energies are from ωB97M-V/def2-TZVPD.

Geometry (Å):
1 O 0.2813 -0.1482 -0.2125
2 C -0.1554 1.0236 -0.5033
3 Sr 1.2026 3.4102 -0.8395
4 H 1.3367 -0.4918 -0.7725
5 H 2.1964 0.6075 1.4989
6 H 2.7941 -2.1458 0.2774
7 H -3.9720 1.2299 -0.1914
8 C 2.7214 -1.0543 0.2437
9 H 1.4078 -1.0924 1.9443
10 O -1.4403 1.0786 -0.6931
11 C 2.0149 -0.4525 1.2996
12 H 3.6516 -0.5707 -0.0717
13 H -4.2958 -0.6034 -0.4173
14 C -2.3048 -0.0142 -0.5627
15 H -1.8501 -0.9969 -0.6615
16 C -3.5883 0.2205 -0.3384

The calculation puts the HOMO energy (spin up / spin down) at -9.1 / -13.3 eV. As for the expectation value of S²: 0.751. The calculation puts the HOMO-LUMO gap (spin up / spin down) at 0.193 / 0.342 hartree. Its multiplicity is 2. As for the charge: +1.

***

Entry 5:
Here is the molecule C5H8O3 from the Open Molecules 2025 dataset. Energies are from ωB97M-V/def2-TZVPD.

Geometry (Å):
1 H 0.3932 2.6883 -1.7360
2 H 1.9409 -0.6972 -0.1895
3 H 1.3228 -0.2877 2.5032
4 O -0.4732 -1.0605 2.0403
5 C 0.0383 -1.2541 0.9152
6 H -1.2024 1.8205 -2.1446
7 C -0.0523 1.0399 -0.5775
8 O 0.8335 1.0113 0.3532
9 H -1.3097 -0.5162 -1.6214
10 H -1.6202 -1.4163 -0.3498
11 O 2.0312 -0.3606 1.8119
12 H 0.1397 -2.2737 0.4927
13 C 1.3298 -0.4070 0.6685
14 H -1.8831 0.2501 -0.0888
15 C -1.1644 -0.4421 -0.5467
16 C -0.3240 1.9052 -1.5308

The calculation puts the HOMO energy at -9.4 eV. The calculation puts the HOMO-LUMO gap at 0.345 hartree. As for the charge: 0. The structure (SMILES) is C=C(C)O[C@@H](O)C=O.

***

Entry 6:
Here is the molecule C5H8O3 from the Open Molecules 2025 dataset. Energies are from ωB97M-V/def2-TZVPD.

Geometry (Å):
1 O 0.3988 -2.5461 0.0729
2 H 0.5565 3.3448 -1.3147
3 O 0.2656 1.0867 0.3082
4 C 0.7551 -0.3188 -0.0815
5 C 1.5643 -2.4108 1.0863
6 H -0.1544 3.1965 0.3101
7 H -1.2448 3.6711 -1.3237
8 O -1.8279 0.8629 -0.6954
9 C -0.3594 -1.2653 0.3948
10 H 1.9484 -0.3906 -0.3935
11 C -0.7996 1.5446 -0.5514
12 H 2.6244 -2.3538 0.5051
13 H 1.4419 -3.3185 1.7615
14 H -1.5221 -0.9410 0.7352
15 H 1.8223 -1.5555 1.7909
16 C -0.5210 2.9702 -0.7743

The calculation puts the HOMO energy at -8.6 eV. The calculation puts the HOMO-LUMO gap at 0.335 hartree. As for the charge: 0. The structure (SMILES) is CO/C=C/OC(C)=O.

***

Entry 7:
Here is C5H8O3Pb as an isolated structure from the Open Molecules 2025 dataset. Energies are from ωB97M-V/def2-TZVPD.

Geometry (Å):
1 H 3.2284 -0.9506 -1.8314
2 C 3.4725 -1.0508 -0.7629
3 O 0.8221 1.8589 -0.3388
4 C -4.1180 -0.0429 0.9085
5 H 4.5655 -0.9599 -0.6651
6 O -1.8763 0.1114 0.0791
7 H -3.4497 0.7593 -1.0201
8 Pb 2.7942 2.1442 -0.4087
9 H 3.1985 -2.0768 -0.4539
10 C 0.4142 0.6646 -0.1649
11 H 3.0832 -0.1630 1.1411
12 H -4.3894 -1.0616 0.5826
13 H -5.0287 0.5697 0.8237
14 C 2.7987 0.0113 0.0888
15 C -3.0734 0.5274 -0.0010
16 H -3.7833 -0.0660 1.9535
17 O 1.3415 -0.2753 0.0695

The calculation puts the HOMO energy at -6.8 eV. The calculation puts the HOMO-LUMO gap at 0.216 hartree. As for the charge: 0.

***

Entry 8:
Here is a 2-piece molecular cluster, C5H8O3S overall from the Open Molecules 2025 dataset. Energies are from ωB97M-V/def2-TZVPD.

Geometry (Å):
1 O 2.8019 -0.5187 1.3761
2 C 0.1402 1.8598 0.3351
3 C 0.5371 -0.7226 0.3411
4 O 4.2820 -0.9964 -0.9893
5 H -0.9949 0.1229 -0.7083
6 H 0.3751 -2.8565 0.2545
7 H -0.5971 2.6189 0.1964
8 H -1.1391 0.2080 1.0125
9 H -0.4602 -1.8005 -1.1795
10 H 1.2242 -2.1517 -1.0610
11 H 0.4226 1.8580 1.3498
12 S 4.9374 -0.0740 -0.1144
13 C 1.7240 -0.5724 0.8582
14 C -0.4485 0.4586 0.2271
15 O 4.4643 1.2723 -0.1121
16 H 0.9754 1.9976 -0.3232
17 C 0.3178 -1.9402 -0.4096

The calculation puts the HOMO energy at -8.5 eV. The calculation puts the HOMO-LUMO gap at 0.289 hartree. As for the charge: 0.

***

Entry 9:
Here is C5H8O3Y as an isolated structure from the Open Molecules 2025 dataset. Energies are from ωB97M-V/def2-TZVPD.

Geometry (Å):
1 O -2.4651 -1.6687 -0.3542
2 C 0.8893 -1.0415 -0.6790
3 C 1.0778 1.1206 0.7517
4 H 0.0450 2.1647 -0.8731
5 C -1.2984 -1.3314 -0.1832
6 H 0.1929 3.0889 0.6502
7 H 1.3025 1.3188 1.8078
8 H 0.8900 -0.8782 1.4908
9 O -0.3295 -1.7517 -0.9674
10 H 1.1051 -0.3806 -1.5259
11 C 0.0297 2.0928 0.2229
12 H 2.0089 1.1886 0.1701
13 C 0.5732 -0.2911 0.6192
14 H -0.9971 1.7916 0.4911
15 Y -3.7938 -3.1801 -1.7687
16 O -0.9186 -0.4647 0.7026
17 H 1.6881 -1.7780 -0.5549

The calculation puts the HOMO energy (spin up / spin down) at -16.8 / -17.5 eV. As for the expectation value of S²: 0.750. The calculation puts the HOMO-LUMO gap (spin up / spin down) at 0.249 / 0.272 hartree. Its multiplicity is 2. As for the charge: +2.

***

Entry 10:
Here is the molecule C5H8O4 from the Open Molecules 2025 dataset. Energies are from ωB97M-V/def2-TZVPD.

Geometry (Å):
1 H -1.1144 1.5757 -0.9790
2 H -1.0146 -1.9987 0.2744
3 H 0.9981 1.4229 1.2586
4 H 0.6346 1.6730 -1.2223
5 O -2.3304 -0.4538 -0.0243
6 H -0.3224 0.4825 -2.1187
7 H 3.1077 -0.6112 -0.6600
8 O 2.3301 -0.0561 -0.4882
9 O -3.2466 -1.2742 0.5566
10 O 1.3276 -2.0337 -0.2385
11 H -0.7473 1.2937 1.5372
12 C -1.1713 -0.9372 0.1022
13 C 1.2649 -0.8344 -0.2650
14 C -0.2135 0.9964 -1.1655
15 C -0.0001 -0.0116 -0.0249
16 C 0.1596 0.7342 1.3225
17 H 0.3378 0.0326 2.1348

The calculation puts the HOMO energy (spin up / spin down) at -9.0 / -9.0 eV. The calculation puts the HOMO-LUMO gap (spin up / spin down) at 0.317 / 0.317 hartree. As for the charge: 0.

***

Entry 11:
Here is a 2-piece molecular cluster, C5H8O4 overall from the Open Molecules 2025 dataset. Energies are from ωB97M-V/def2-TZVPD.

Geometry (Å):
1 C 0.2477 -0.6969 0.5256
2 C -0.0249 0.2243 -0.4253
3 H 0.8239 3.4552 0.4624
4 O -1.6186 -2.4746 -0.9153
5 C 0.1129 1.6771 -0.4497
6 O -0.3690 2.2796 -1.4118
7 H 1.1314 -1.0808 2.1642
8 H 0.4208 -2.1842 -0.1653
9 C 0.8119 2.3877 0.6722
10 H 1.8292 2.0104 0.7839
11 H 0.3054 2.1934 1.6182
12 H -1.0011 -3.4738 0.6743
13 H -0.8919 0.5847 -2.0765
14 O 0.8934 -0.2972 1.6586
15 H -1.3603 -1.6330 -1.4399
16 C -0.6714 -2.7304 -0.0661
17 O -0.6395 -0.2416 -1.6094

The calculation puts the HOMO energy (spin up / spin down) at -8.0 / -8.0 eV. The calculation puts the HOMO-LUMO gap (spin up / spin down) at 0.300 / 0.300 hartree. As for the charge: 0.

***

Entry 12:
Here is C5H8O5 as an isolated structure from the Open Molecules 2025 dataset. Energies are from ωB97M-V/def2-TZVPD.

Geometry (Å):
1 H 2.0337 0.2385 0.8552
2 H -1.0935 1.5174 1.0383
3 H 0.0968 -1.2022 2.4052
4 C 0.2119 0.7408 -0.4669
5 C 1.8886 -1.1567 -0.5687
6 O 0.0008 -1.5676 1.5216
7 H -1.1071 -1.4473 1.0039
8 O 2.3386 -0.8334 -1.6490
9 C -2.2696 0.3002 -0.2998
10 O 0.2541 0.7020 -1.7877
11 C 1.1524 -0.1442 0.2994
12 H 1.1619 0.4443 -2.1027
13 O -3.3902 0.7555 -0.4838
14 H -1.3343 2.2365 -0.5601
15 H 2.3766 -1.9770 -0.0073
16 H 0.8135 1.0269 0.8943
17 O -2.0225 -0.9339 -0.0531
18 C -1.1117 1.3000 -0.0387

The calculation puts the HOMO energy (spin up / spin down) at -9.0 / -8.6 eV. The calculation puts the HOMO-LUMO gap (spin up / spin down) at 0.242 / 0.215 hartree. As for the charge: 0.